ORCA calculation (ωB97M-V/def2-TZVPD) on a cluster of 2 separate species, C6H17NO in total.

LUMO   0.85 eV
F_max   0.0804 Eh/bohr
Energy   -10033.3557 eV
Net charge   0
Orbital gap   8.6 eV
Energy above the lowest of the compared OMol25 structures with the same formula, charge and spin   2.227 eV

CARTESIAN COORDINATES (ANGSTROEM)
C  -1.955  -1.685  0.257
C  -1.238  -0.389  0.508
N  0.134  -0.253  0.001
C  1.209  -1.206  0.158
C  0.099  0.830  -1.009
C  1.320  1.781  -1.025
C  -0.101  0.225  -2.405
H  -1.712  -1.937  -0.824
H  -1.586  -2.521  0.801
H  -2.989  -1.565  0.341
H  -1.865  0.318  -0.057
H  -1.072  -0.210  1.591
H  1.271  -2.115  -0.583
H  2.182  -0.632  0.209
H  1.085  -1.665  1.121
H  -0.795  1.450  -0.740
H  1.136  2.535  -0.292
H  2.262  1.171  -0.800
H  1.651  2.069  -1.953
H  0.767  -0.255  -2.889
H  -0.975  -0.363  -2.574
H  -0.099  1.133  -3.081
O  0.342  0.606  3.129
H  0.200  0.924  2.226
H  0.866  1.252  3.563

Mulliken atomic charge list, values in e, 5 entries: -1.354, -0.224, 0.526, -1.131, 0.408